8
Properties=species:S:1:pos:R:3 method="wB97M-V/def2-TZVPD" fmax_ev_per_a=3.8 s2=20.0303 de_lowest_kj_mol=0.0 multiplicity=9 charge=+1
C 0.666 -0.463 -0.035
C 0.052 0.066 1.058
O -1.142 0.637 0.969
O 0.000 -0.184 -1.229
H 1.737 -0.097 0.143
H 0.525 -0.355 -2.015
Gd -2.234 0.669 -0.934
H 0.397 -0.275 2.044